C6H7CsMgO6 as an isolated structure. Source: the OMol25 dataset; level of theory: the ωB97M-V functional and the def2-TZVPD basis.

Element x y z (Å)
1 O -3.470 2.815 0.970
2 C -2.290 2.451 1.031
3 O -1.615 2.566 2.094
4 O -1.742 1.876 -0.084
5 C -0.467 1.522 -0.035
6 C 0.037 1.201 -1.372
7 Mg -3.309 3.419 2.935
8 H 1.087 1.524 -1.443
9 H -0.568 1.647 -2.173
10 Cs 0.496 3.305 3.338
11 C 0.029 -0.380 -1.416
12 C 0.997 -1.031 -0.447
13 O 1.038 -2.426 -0.752
14 C 1.736 -3.201 0.061
15 O 2.367 -2.834 1.023
16 O 1.583 -4.461 -0.326
17 H 0.311 -0.644 -2.444
18 H -0.982 -0.787 -1.276
19 H 0.684 -0.910 0.598
20 H 2.006 -0.608 -0.547
21 H 2.074 -5.043 0.268

The net charge is +2. Its total energy is -24595.9967 eV. As for the HOMO-LUMO gap: 3.7 eV. For the LUMO energy, the calculation gives -11.14 eV. The HOMO energy comes out at -14.829 eV.